Record 1
Formula: C30H28Cl2FN6O3STi
Source: OMol25
Level of theory: ωB97M-V/def2-TZVPD

The geometry in XYZ format:
```
72
Properties=species:S:1:pos:R:3:forces:R:3
Ti -0.6508 -0.0685 0.2856 0.3 -0.9 0.3
Cl -3.9339 4.9295 3.6865 0.0 0.0 0.0
C -3.1521 3.4268 3.2838 0.1 0.0 -0.1
C -2.3773 3.3710 2.1300 -0.1 0.1 0.2
C -1.7354 2.2021 1.7521 0.2 0.1 -0.3
N -0.9031 2.0772 0.5908 -0.5 0.4 0.4
C -1.0678 3.0394 -0.3468 0.3 -0.1 -0.4
O -2.0711 3.7035 -0.5934 -0.1 0.0 0.2
C 0.1726 3.4428 -1.1598 0.0 -0.1 0.1
C 0.1074 4.6900 -1.7795 0.1 0.0 -0.1
C 1.2115 5.1625 -2.4629 -0.1 0.1 0.0
C 2.3512 4.3776 -2.5295 0.0 0.0 0.0
C 2.3215 3.1506 -1.8949 -0.1 -0.1 0.1
N 1.2722 2.6918 -1.2138 0.0 0.1 0.1
C -1.8482 1.0658 2.5872 -0.3 0.3 0.1
C -2.6655 1.1231 3.7121 0.2 -0.1 0.2
C -3.3132 2.2968 4.0608 0.0 0.0 0.0
Cl -4.3097 2.3126 5.4882 0.0 0.0 0.0
N -1.1954 -0.0709 2.1740 -0.2 -0.1 -0.3
C -1.8012 -1.3395 2.3709 0.5 0.5 0.4
O -1.6891 -1.9878 3.4140 -0.2 -0.2 -0.2
C -2.5132 -1.7621 1.1821 -0.5 -0.2 -0.4
C -3.3791 -2.8869 1.1684 0.4 0.0 0.4
C -4.2436 -3.0835 0.1372 0.0 0.0 0.0
C -4.2774 -2.1334 -0.9130 -0.1 0.1 -0.1
C -3.3941 -1.0964 -0.8995 0.2 0.0 0.0
N -2.4595 -0.9426 0.0737 0.0 0.2 -0.2
H -2.3348 4.2519 1.5110 0.0 0.0 0.0
H -0.8155 5.2445 -1.7123 0.0 0.0 0.0
H 1.1796 6.1348 -2.9397 0.0 0.0 0.0
H 3.2415 4.6968 -3.0547 0.0 0.0 0.0
H 3.1885 2.4964 -1.9398 0.0 0.0 0.0
H -2.7669 0.2416 4.3308 0.0 0.0 0.0
H -3.3456 -3.5432 2.0287 0.0 0.0 0.0
H -4.9228 -3.9264 0.1335 0.0 0.0 0.0
H -4.9833 -2.2172 -1.7284 0.0 0.0 0.0
H -3.3629 -0.3639 -1.6966 0.0 0.0 0.0
S -0.6392 0.2916 -2.4840 0.0 -0.2 0.0
C 0.9159 -0.3824 -2.6676 -0.1 0.2 0.1
N 1.9041 -0.0268 -1.8569 -0.2 0.3 0.0
C 3.2460 -0.5575 -1.9637 0.0 -0.1 0.1
C 3.1749 -1.9937 -2.4638 0.1 0.1 0.1
C 2.3959 -2.0396 -3.7636 0.0 -0.1 -0.1
N 1.1649 -1.2744 -3.6380 -0.1 0.0 0.0
H 1.6609 0.7252 -1.1920 0.4 -0.2 -0.3
H 3.7020 -0.5108 -0.9727 0.0 0.0 0.0
H 3.8506 0.0621 -2.6401 0.0 0.0 0.0
H 2.6648 -2.5994 -1.7171 -0.1 -0.1 0.1
H 4.1751 -2.4019 -2.6122 0.0 0.0 0.0
H 2.1203 -3.0701 -3.9932 0.1 0.0 0.0
H 2.9915 -1.6517 -4.5972 0.0 0.0 0.0
H 0.3473 -1.5730 -4.1411 0.0 0.0 0.0
F 1.8548 -5.9664 -0.3907 0.0 0.0 0.0
C 1.3544 -4.7076 -0.2302 0.0 0.0 0.0
C 1.8001 -3.9370 0.8190 0.0 0.0 -0.1
C 1.2772 -2.6497 0.9513 0.0 0.0 0.0
C 0.3347 -2.0935 0.0736 -0.1 0.1 -0.1
C -0.0972 -2.9650 -0.9457 0.0 0.1 0.0
C 0.3939 -4.2541 -1.1135 0.0 0.0 0.0
H 2.5101 -4.3434 1.5277 0.0 0.0 0.0
H 1.5897 -2.0985 1.8384 0.0 0.0 0.0
H -0.8689 -2.6218 -1.6308 0.0 0.0 0.0
H 0.0338 -4.9114 -1.8964 0.0 0.0 0.0
C 1.8312 0.5608 3.3785 0.1 0.0 0.0
C 1.8426 1.2999 2.0572 0.0 0.1 0.1
O 1.5417 0.4252 0.9621 -0.1 -0.1 -0.4
H 1.9765 1.2611 4.2031 0.0 0.0 0.0
H 2.6442 -0.1708 3.4254 0.0 0.0 0.0
H 0.8818 0.0421 3.5116 0.0 0.0 0.0
H 2.8144 1.7741 1.8682 -0.1 0.0 0.0
H 1.0742 2.0693 2.0090 0.0 0.0 0.0
H 2.0025 -0.4177 1.0490 0.0 -0.1 0.1
```
Forces are in eV/Å.

The value obtained for the molar mass is 690.43 g mol⁻¹. As for the charge: -1. The highest occupied orbital energy (alpha / beta) comes out at -0.089 / -0.096 Ha. As for the frontier orbital gap (alpha / beta): 4.54 / 4.73 eV. As for the LUMO energy (alpha / beta): 2.1 / 2.1 eV.

---

Record 2
Formula: C30H28F12NO2Si2Ti
Source: OMol25
Level of theory: ωB97M-V/def2-TZVPD

The geometry in XYZ format:
```
76
Properties=species:S:1:pos:R:3:forces:R:3
Ti -0.3904 0.2752 0.3731 0.0 -0.3 0.2
C 1.4598 -5.8836 -2.6874 0.0 0.1 0.1
C 1.1903 -4.7744 -1.6996 0.0 -0.1 -0.1
C 2.0730 -4.4786 -0.6679 0.1 0.0 0.0
C 1.8254 -3.4460 0.2116 0.1 0.0 0.0
C 0.6746 -2.6416 0.1268 0.0 0.1 0.1
N 0.4737 -1.5906 1.0190 -0.1 0.4 -0.1
C 0.9931 -1.7381 2.3091 0.0 0.0 -0.2
C 0.8301 -2.9527 2.9921 0.0 -0.1 0.1
C 1.3620 -3.1726 4.2458 0.0 -0.1 0.0
C 2.0879 -2.1852 4.9007 0.1 0.0 0.1
C 2.7194 -2.4212 6.2508 0.0 0.0 -0.1
C 2.2097 -0.9608 4.2632 -0.1 0.0 -0.1
C 1.6594 -0.7081 3.0069 0.0 0.0 0.0
C 1.7545 0.6662 2.3452 0.0 0.2 0.0
O 0.5670 0.9828 1.7206 1.6 0.6 1.2
C 2.0233 1.8275 3.3538 -0.2 -0.4 -0.1
F 3.2995 1.8414 3.7847 0.1 0.0 0.1
F 1.7760 3.0141 2.8140 0.0 0.2 -0.2
F 1.2300 1.7248 4.4271 0.0 0.0 0.1
C 2.9317 0.6883 1.3035 -0.3 0.0 0.3
F 3.3229 1.9317 0.9874 0.1 0.0 0.0
F 4.0005 0.0358 1.7796 0.2 0.0 -0.1
F 2.5733 0.0994 0.1583 0.0 -0.1 -0.1
C -0.2111 -2.9266 -0.9395 0.0 0.1 0.0
C 0.0625 -3.9778 -1.8120 0.0 0.0 0.1
C -1.4567 -2.0555 -1.0966 -0.2 0.1 0.0
O -1.1532 -0.7258 -0.9029 -1.0 -1.5 -1.1
C -2.0967 -2.1283 -2.5178 0.3 0.0 0.2
F -3.0076 -1.1775 -2.7005 -0.2 0.2 0.0
F -1.1690 -1.9492 -3.4647 0.1 -0.1 -0.1
F -2.7035 -3.3082 -2.7487 -0.1 -0.2 -0.1
C -2.5580 -2.5100 -0.0624 0.3 0.1 -0.3
F -2.5586 -3.8444 0.0701 -0.1 -0.1 0.0
F -3.7963 -2.1440 -0.4291 0.0 0.0 0.0
F -2.3444 -1.9856 1.1454 0.0 0.0 0.1
H 2.2049 -6.5796 -2.2992 0.0 0.0 0.0
H 1.8370 -5.4901 -3.6354 0.0 0.0 0.0
H 0.5517 -6.4492 -2.9077 0.0 0.0 0.0
H 2.9807 -5.0646 -0.5537 0.0 0.0 0.0
H 2.5412 -3.2333 0.9950 0.0 0.0 0.0
H 0.2719 -3.7383 2.4966 0.0 0.0 0.0
H 1.2071 -4.1320 4.7294 0.0 0.0 0.0
H 2.4357 -3.3961 6.6493 0.0 0.0 0.0
H 2.4149 -1.6610 6.9733 0.0 0.0 0.0
H 3.8098 -2.3927 6.1872 0.0 0.0 0.0
H 2.7602 -0.1817 4.7711 0.0 0.0 0.0
H -0.6283 -4.2052 -2.6106 0.0 0.0 0.0
C -2.2977 2.0951 3.0423 0.1 0.0 0.2
Si -2.3679 1.6565 1.2091 -0.2 0.3 -0.2
C -4.1477 1.0973 0.9296 -0.1 -0.2 -0.1
C -2.2325 3.2972 0.2617 0.1 0.1 -0.1
C -3.0932 4.3449 0.6149 0.0 0.0 0.0
C -3.0862 5.5541 -0.0636 0.0 0.0 0.0
C -2.2055 5.7375 -1.1255 0.0 -0.1 0.0
C -1.3394 4.7138 -1.4807 0.0 0.0 0.1
C -1.3270 3.4869 -0.8021 -0.1 0.1 0.0
Si -0.0765 2.1476 -1.3462 -0.2 0.5 0.0
C -0.5828 1.7112 -3.1035 -0.1 -0.2 -0.2
C 1.5485 3.0850 -1.5279 0.3 0.0 0.1
H -3.2855 2.4041 3.3996 0.1 0.0 0.0
H -1.5870 2.9062 3.2245 0.0 -0.1 0.0
H -1.9731 1.2363 3.6386 -0.1 0.1 0.0
H -4.8293 1.9063 1.2142 0.0 -0.1 0.0
H -4.3823 0.2188 1.5398 0.0 0.1 0.0
H -4.3350 0.8388 -0.1170 0.0 0.0 0.1
H -3.7864 4.2125 1.4437 0.0 0.0 -0.1
H -3.7633 6.3483 0.2307 0.0 0.0 0.0
H -2.1925 6.6755 -1.6696 0.0 0.0 0.0
H -0.6504 4.8759 -2.3068 0.0 0.0 0.0
H -0.5370 2.5988 -3.7427 0.0 0.0 0.0
H -1.6050 1.3229 -3.1181 0.1 0.0 0.0
H 0.0684 0.9415 -3.5304 0.0 0.0 0.0
H 1.4625 3.8446 -2.3111 0.0 0.0 0.0
H 2.3709 2.4144 -1.7949 0.0 0.1 0.0
H 1.8141 3.5812 -0.5904 0.0 0.0 -0.1
```
Forces are in eV/Å.

The value obtained for the molar mass is 766.57 g mol⁻¹. As for the charge: -1. The highest occupied orbital energy comes out at -0.164 Ha. As for the energy relative to the best compared isomer or geometry (same formula, charge and spin): 0.355 eV. As for the frontier orbital gap: 7.15 eV. As for the LUMO energy: 2.7 eV.

---

Record 3
Formula: C30H28FN3O9Zn
Source: OMol25
Level of theory: ωB97M-V/def2-TZVPD

The geometry in XYZ format:
```
72
Properties=species:S:1:pos:R:3:forces:R:3
Zn 1.4414 2.1448 -1.9091 -0.1 0.0 -0.4
C 0.7306 0.5178 5.1472 0.0 0.0 0.1
C 1.9663 1.4063 5.0212 -0.1 0.0 0.0
C 3.1457 0.9239 5.8576 0.0 0.0 0.0
C 3.6309 -0.4360 5.3722 0.0 0.0 0.0
C 3.8002 -0.4522 3.8733 0.0 0.0 0.0
C 4.5780 -1.4177 3.2645 0.0 0.0 0.0
C 4.7159 -1.4287 1.8853 0.0 0.0 0.0
F 5.4895 -2.4036 1.3342 0.0 0.0 0.0
C 4.1068 -0.5035 1.0837 0.0 0.0 0.0
C 3.3214 0.4831 1.6782 0.0 0.0 0.0
C 2.6274 1.4583 0.7939 0.0 -0.1 0.0
O 2.8143 1.3791 -0.4167 0.2 0.0 0.1
C 1.8199 2.4449 1.4725 0.0 0.1 0.0
C 1.7521 2.4022 2.8190 -0.1 -0.1 0.0
N 2.3781 1.5026 3.6263 0.1 0.0 0.0
C 3.1658 0.5101 3.0663 0.0 0.0 0.0
C 0.9123 3.4720 0.7937 -0.2 -0.3 0.1
O 0.4523 4.3658 1.5214 0.1 0.1 0.0
O 0.6305 3.2581 -0.4129 0.1 0.2 -0.1
H 0.4281 0.4212 6.1937 0.0 0.0 0.0
H 0.9206 -0.4750 4.7381 0.0 0.0 0.0
H -0.0942 0.9458 4.5778 0.0 0.0 0.0
H 1.7065 2.4201 5.3335 0.0 0.0 0.0
H 2.8519 0.8773 6.9087 0.0 0.0 0.0
H 3.9531 1.6556 5.7694 0.0 0.0 0.0
H 2.9178 -1.2112 5.6709 0.0 0.0 0.0
H 4.5803 -0.6903 5.8497 0.0 0.0 0.0
H 5.0856 -2.1707 3.8564 0.0 0.0 0.0
H 4.1981 -0.5117 0.0056 0.0 0.0 0.0
H 1.1224 3.1328 3.3135 0.0 0.0 0.0
C -1.5130 -2.2576 -4.9272 0.0 0.0 0.0
O -2.0182 -2.8701 -3.7553 0.0 0.0 0.0
C -1.5599 -2.3728 -2.5643 0.0 0.0 0.1
C -2.0320 -3.0548 -1.4148 0.0 0.0 0.0
C -1.5961 -2.6279 -0.1889 0.0 0.0 0.0
C -0.7267 -1.5324 0.0139 0.0 0.0 0.0
C -0.2862 -1.1825 1.3547 0.0 0.0 0.0
C -0.7987 -1.9547 2.5809 0.0 0.0 0.0
O 0.5025 -0.2848 1.6277 0.0 0.0 0.0
C -0.3012 -0.7740 -1.1613 -0.2 0.0 -0.2
O 0.3391 0.2923 -1.1431 0.2 0.0 0.5
C -0.7250 -1.3038 -2.4481 0.1 0.0 0.0
H -1.9649 -2.7848 -5.7653 0.0 0.0 0.0
H -0.4241 -2.3433 -4.9773 0.0 0.0 0.0
H -1.7828 -1.2009 -4.9811 0.0 0.0 0.0
H -2.6958 -3.9022 -1.5270 0.0 0.0 0.0
H -1.9519 -3.1799 0.6703 0.0 0.0 0.0
H -1.4103 -2.8338 2.4016 0.0 0.0 0.0
H -1.3707 -1.2490 3.1872 0.0 0.0 0.0
H 0.0797 -2.2453 3.1595 0.0 0.0 0.0
H -0.3503 -0.7556 -3.3017 0.0 0.0 0.0
O 2.1053 2.4671 -3.5532 -0.1 0.1 0.0
O -6.4197 -0.6148 -2.2150 0.0 0.0 0.0
C -5.2226 -1.2348 -2.7140 0.1 -0.1 0.0
N -4.2105 -0.2638 -2.8972 -0.2 0.2 0.1
C -3.9600 0.3208 -4.1094 0.1 -0.2 -0.1
O -4.6128 0.0284 -5.1034 -0.1 0.1 0.0
C -2.7923 1.2397 -4.1601 -0.1 0.1 0.0
C -2.4251 1.7964 -5.3849 0.1 -0.1 0.0
C -1.2539 2.5233 -5.4738 0.0 0.0 0.0
C -0.4502 2.6875 -4.3397 0.0 0.0 0.0
N -0.8517 2.2133 -3.1524 0.0 0.1 0.1
C -1.9667 1.5148 -3.0683 0.0 0.0 0.0
H -7.0169 -1.3203 -1.9484 0.0 0.0 0.0
H -5.4144 -1.7019 -3.6799 0.0 0.0 0.0
H -4.8667 -1.9788 -1.9962 0.0 0.0 0.0
H -3.6865 0.0335 -2.0932 0.1 -0.1 0.0
H -3.0494 1.6029 -6.2492 0.0 0.0 0.0
H -0.9256 2.9239 -6.4256 0.0 0.0 0.0
H 0.6179 3.0412 -4.2900 0.0 -0.1 0.0
H -2.1614 1.1182 -2.0755 -0.1 0.1 0.0
```
Forces are in eV/Å.

The value obtained for the molar mass is 658.95 g mol⁻¹. As for the charge: -2. The highest occupied orbital energy comes out at -0.004 Ha. As for the energy relative to the best compared isomer or geometry (same formula, charge and spin): 2.622 eV. As for the frontier orbital gap: 4.00 eV. As for the LUMO energy: 3.9 eV.